# 1
DFT (ωB97M-V with the def2-TZVPD basis set) results for C31H57HgN4O2P2 as an isolated structure in a non-equilibrium geometry.

ORCA input file:
```
! RIJCOSX wB97M-V def2-TZVPD def2/J DEFGRID3
* xyz 1 1
C 0.456 -2.327 -2.320
C 2.380 -2.049 -0.989
C 1.049 -3.358 -3.061
C 2.978 -3.170 -1.633
C 2.321 -3.798 -2.678
H 0.483 -3.794 -3.882
H 3.969 -3.452 -1.284
H 2.780 -4.638 -3.190
N 1.117 -1.678 -1.374
P -1.923 -1.238 -1.152
P 2.444 0.308 0.512
C -0.981 -1.871 -2.624
H -0.944 -1.036 -3.341
H -1.527 -2.693 -3.108
C 3.046 -1.273 -0.004
H 3.970 -1.682 0.405
C 3.285 1.592 -0.597
C 2.985 0.587 2.293
C -3.355 -0.114 -1.732
C -2.576 -2.854 -0.424
C 2.525 2.925 -0.483
H 2.572 3.354 0.524
H 2.975 3.649 -1.179
H 1.472 2.800 -0.754
C 4.767 1.760 -0.230
H 4.927 2.229 0.747
H 5.299 0.800 -0.263
H 5.231 2.416 -0.981
C 3.226 1.098 -2.051
H 3.723 1.840 -2.697
H 3.753 0.143 -2.168
H 2.193 0.984 -2.395
C 2.866 2.080 2.661
H 1.857 2.460 2.449
H 3.044 2.187 3.742
H 3.612 2.703 2.152
C 2.042 -0.216 3.205
H 0.995 0.080 3.064
H 2.126 -1.295 3.027
H 2.314 -0.022 4.253
C 4.413 0.077 2.532
H 5.169 0.597 1.937
H 4.656 0.244 3.592
H 4.492 -0.996 2.333
C -3.306 -2.513 0.888
H -3.765 -3.435 1.274
H -2.608 -2.138 1.653
H -4.109 -1.776 0.750
C -1.386 -3.782 -0.115
H -0.898 -4.121 -1.039
H -0.637 -3.308 0.528
H -1.766 -4.675 0.407
C -3.504 -3.619 -1.384
H -3.579 -4.660 -1.033
H -4.522 -3.218 -1.398
H -3.123 -3.656 -2.412
C -3.090 0.377 -3.163
H -3.098 -0.450 -3.888
H -3.892 1.077 -3.449
H -2.140 0.914 -3.240
C -3.367 1.083 -0.758
H -2.404 1.609 -0.758
H -4.147 1.797 -1.064
H -3.586 0.762 0.272
C -4.744 -0.768 -1.739
H -4.809 -1.568 -2.487
H -5.054 -1.144 -0.758
H -5.474 0.003 -2.032
Hg -0.059 0.019 0.156
C -0.808 -2.525 3.032
O 0.056 -3.070 3.545
N -0.180 1.538 -1.990
C -0.111 2.289 -2.881
C -0.005 3.307 -3.958
C 1.389 3.188 -4.576
C -1.086 3.021 -5.005
C -0.223 4.686 -3.327
H 2.162 3.390 -3.820
H 1.544 2.175 -4.973
H 1.520 3.902 -5.398
H -2.084 3.109 -4.554
H -1.027 3.732 -5.838
H -0.970 2.007 -5.412
H -0.180 5.479 -4.083
H -1.208 4.731 -2.843
H 0.549 4.891 -2.572
C -2.010 1.083 4.087
N -2.304 2.356 3.466
C -1.640 2.859 2.390
N -2.080 4.101 2.015
O -0.718 2.274 1.785
H -1.491 0.433 3.373
H -2.948 0.604 4.395
H -1.378 1.209 4.979
H -2.999 2.957 3.893
H -1.647 4.544 1.218
H -2.873 4.530 2.468
*
```

Calculated values
HOMO level (eV): -8.46
Gap between HOMO and LUMO (Eh): 0.2191
Electronic energy (hartree): -2420.88906

Just the Mulliken charges please, in e? Sure, here they are: number 1, C, carries -0.682; number 2, C, carries -0.284; number 3, C, carries -0.994; number 4, C, carries -1.095; number 5, C, carries -0.680; number 6, H, carries 0.513; number 7, H, carries 0.502; number 8, H, carries 0.413; number 9, N, carries 1.149; number 10, P, carries -0.414; number 11, P, carries 0.338; number 12, C, carries -0.661; number 13, H, carries 0.544; number 14, H, carries 0.496; number 15, C, carries -0.972; number 16, H, carries 0.201; number 17, C, carries 2.390; number 18, C, carries 2.262; number 19, C, carries 2.838; number 20, C, carries 2.295; number 21, C, carries -1.417; number 22, H, carries 0.280; number 23, H, carries 0.530; number 24, H, carries -0.013; number 25, C, carries -2.020; number 26, H, carries 0.313; number 27, H, carries 0.380; number 28, H, carries 0.540; number 29, C, carries -1.553; number 30, H, carries 0.580; number 31, H, carries 0.337; number 32, H, carries -0.027; number 33, C, carries -1.964; number 34, H, carries 0.176; number 35, H, carries 0.570; number 36, H, carries 0.274; number 37, C, carries -1.625; number 38, H, carries 0.036; number 39, H, carries 0.326; number 40, H, carries 0.607; number 41, C, carries -1.856; number 42, H, carries 0.256; number 43, H, carries 0.537; number 44, H, carries 0.364; number 45, C, carries -1.320; number 46, H, carries 0.502; number 47, H, carries -0.060; number 48, H, carries 0.196; number 49, C, carries -1.688; number 50, H, carries 0.394; number 51, H, carries 0.042; number 52, H, carries 0.598; number 53, C, carries -1.608; number 54, H, carries 0.516; number 55, H, carries 0.408; number 56, H, carries 0.164; number 57, C, carries -1.699; number 58, H, carries 0.358; number 59, H, carries 0.617; number 60, H, carries -0.128; number 61, C, carries -1.870; number 62, H, carries 0.130; number 63, H, carries 0.632; number 64, H, carries 0.267; number 65, C, carries -2.098; number 66, H, carries 0.396; number 67, H, carries 0.354; number 68, H, carries 0.544; number 69, Hg, carries 1.948; number 70, C, carries 0.255; number 71, O, carries -0.198; number 72, N, carries -0.276; number 73, C, carries -0.654; number 74, C, carries 1.914; number 75, C, carries -1.438; number 76, C, carries -1.744; number 77, C, carries -1.562; number 78, H, carries 0.179; number 79, H, carries 0.373; number 80, H, carries 0.451; number 81, H, carries 0.360; number 82, H, carries 0.441; number 83, H, carries 0.349; number 84, H, carries 0.420; number 85, H, carries 0.386; number 86, H, carries 0.326; number 87, C, carries -0.538; number 88, N, carries -0.244; number 89, C, carries 0.486; number 90, N, carries -0.464; number 91, O, carries -0.336; number 92, H, carries -0.032; number 93, H, carries 0.330; number 94, H, carries 0.304; number 95, H, carries 0.166; number 96, H, carries 0.219; number 97, H, carries 0.144

# 2
DFT (ωB97M-V with the def2-TZVPD basis set) results for C31H57N3OPPd as an isolated structure.

ORCA input file:
```
! RIJCOSX wB97M-V def2-TZVPD def2/J DEFGRID3
* xyz -1 1
Pd -0.161 0.400 -0.093
N -3.554 -1.274 -0.562
C -4.001 -0.576 0.643
C -2.941 -0.480 1.733
C -2.682 -1.788 2.496
C -1.186 -2.036 2.698
N -0.604 -2.383 1.429
H -2.664 -0.856 -0.851
H -3.311 -2.230 -0.323
H -4.903 -1.072 1.023
H -4.302 0.434 0.347
H -3.215 0.299 2.455
H -2.017 -0.120 1.238
H -3.086 -2.649 1.950
H -3.201 -1.768 3.463
H -1.015 -2.779 3.494
H -0.735 -1.098 3.037
H -0.738 -3.338 1.136
H 0.313 -2.014 1.194
C 2.852 0.158 0.965
N 2.411 -1.215 0.795
C 3.023 -2.061 1.794
C 2.715 -1.704 -0.542
C 1.875 -1.258 -1.748
C 2.348 -1.839 -2.933
C 1.760 -1.591 -4.160
C 0.673 -0.723 -4.195
C 0.213 -0.151 -3.019
C 0.762 -0.389 -1.735
H 3.957 0.231 0.898
H 2.531 0.531 1.942
H 2.382 0.781 0.202
H 4.127 -2.093 1.711
H 2.647 -3.082 1.706
H 2.774 -1.690 2.791
H 2.661 -2.798 -0.499
H 3.776 -1.471 -0.763
H 3.209 -2.506 -2.886
H 2.140 -2.059 -5.061
H 0.182 -0.499 -5.138
H -0.634 0.523 -3.090
O -0.468 1.668 1.809
P -0.392 2.914 2.619
C 0.031 4.297 1.492
C 0.430 5.683 2.023
C 1.923 5.832 2.322
C 2.802 5.357 1.169
C 2.457 3.921 0.790
C 0.994 3.809 0.391
C -2.044 3.226 3.339
C -3.074 3.377 2.187
C -3.518 4.830 2.048
C -4.277 5.283 3.303
C -3.703 4.636 4.576
C -2.218 4.323 4.402
C 0.782 2.626 3.990
C 1.036 3.754 5.026
C 0.958 3.241 6.465
C 1.847 2.011 6.624
C 1.393 0.860 5.698
C 0.357 1.313 4.670
H -0.944 4.396 0.999
H -0.153 5.961 2.905
H 0.166 6.409 1.246
H 2.182 5.258 3.212
H 2.134 6.879 2.558
H 3.856 5.450 1.443
H 2.641 6.003 0.298
H 2.672 3.255 1.634
H 3.084 3.576 -0.035
H 0.732 2.787 0.082
H 0.828 4.442 -0.490
H -2.237 2.260 3.820
H -3.949 2.760 2.404
H -2.667 2.980 1.254
H -4.144 4.955 1.162
H -2.642 5.467 1.896
H -5.333 5.021 3.208
H -4.232 6.372 3.387
H -4.230 3.701 4.792
H -3.861 5.288 5.437
H -1.782 3.998 5.349
H -1.699 5.243 4.120
H 1.713 2.407 3.454
H 0.357 4.596 4.890
H 2.042 4.149 4.880
H -0.074 2.995 6.732
H 1.276 4.031 7.150
H 1.864 1.682 7.664
H 2.873 2.304 6.378
H 0.970 0.045 6.288
H 2.254 0.443 5.171
H -0.613 1.445 5.161
H 0.217 0.548 3.908
*
```

Calculated values
HOMO level (eV): -1.64
Gap between HOMO and LUMO (Eh): 0.1439
Electronic energy (hartree): -1924.16749

Just the Mulliken charges please, in e? Sure, here they are: number 1, Pd, carries 0.001; number 2, N, carries -0.692; number 3, C, carries -1.262; number 4, C, carries 2.032; number 5, C, carries -1.175; number 6, C, carries 0.509; number 7, N, carries -0.258; number 8, H, carries 0.177; number 9, H, carries 0.328; number 10, H, carries 0.463; number 11, H, carries 0.328; number 12, H, carries -0.030; number 13, H, carries -1.107; number 14, H, carries 0.406; number 15, H, carries 0.345; number 16, H, carries 0.438; number 17, H, carries -0.651; number 18, H, carries 0.204; number 19, H, carries -0.203; number 20, C, carries -1.390; number 21, N, carries 1.260; number 22, C, carries -1.105; number 23, C, carries -1.269; number 24, C, carries 1.096; number 25, C, carries -0.872; number 26, C, carries -0.387; number 27, C, carries -0.653; number 28, C, carries -0.119; number 29, C, carries -0.324; number 30, H, carries 0.380; number 31, H, carries -0.045; number 32, H, carries 0.282; number 33, H, carries 0.362; number 34, H, carries 0.320; number 35, H, carries 0.170; number 36, H, carries 0.489; number 37, H, carries 0.418; number 38, H, carries 0.288; number 39, H, carries 0.338; number 40, H, carries 0.350; number 41, H, carries 0.237; number 42, O, carries 0.467; number 43, P, carries -1.819; number 44, C, carries 0.519; number 45, C, carries -1.020; number 46, C, carries -0.123; number 47, C, carries -1.300; number 48, C, carries -0.044; number 49, C, carries -0.930; number 50, C, carries 0.213; number 51, C, carries -0.980; number 52, C, carries -0.748; number 53, C, carries -0.757; number 54, C, carries -1.027; number 55, C, carries -0.269; number 56, C, carries 1.758; number 57, C, carries -1.134; number 58, C, carries -1.137; number 59, C, carries -0.870; number 60, C, carries -0.717; number 61, C, carries -0.582; number 62, H, carries 0.477; number 63, H, carries 0.127; number 64, H, carries 0.579; number 65, H, carries -0.248; number 66, H, carries 0.498; number 67, H, carries 0.470; number 68, H, carries 0.394; number 69, H, carries -0.029; number 70, H, carries 0.490; number 71, H, carries -0.222; number 72, H, carries 0.571; number 73, H, carries 0.556; number 74, H, carries 0.682; number 75, H, carries 0.423; number 76, H, carries 0.574; number 77, H, carries 0.063; number 78, H, carries 0.320; number 79, H, carries 0.396; number 80, H, carries 0.368; number 81, H, carries 0.447; number 82, H, carries 0.017; number 83, H, carries 0.081; number 84, H, carries 0.099; number 85, H, carries 0.432; number 86, H, carries 0.369; number 87, H, carries 0.293; number 88, H, carries 0.515; number 89, H, carries 0.424; number 90, H, carries 0.374; number 91, H, carries 0.537; number 92, H, carries 0.132; number 93, H, carries 0.466; number 94, H, carries -0.855